Record 1
C3H5FO2 | ωB97M-V/def2-TZVPD

```
11
Properties=species:S:1:pos:R:3
C 0.589 -0.194 0.694
C 0.461 1.217 0.004
C -0.658 -0.529 -0.139
O -0.603 0.706 -0.784
O -0.585 -1.614 -0.949
F -1.881 -0.577 0.488
H 1.358 -0.844 0.510
H 0.431 -0.291 1.677
H 0.210 1.978 0.872
H 1.296 1.405 -0.551
H -0.618 -1.257 -1.823
```

The frontier orbital gap is 11.92 eV. Its net charge is 0. The SMILES is O[C@@]1(F)CCO1. The spin multiplicity is 1. The calculation puts the calculated total energy at -10003.1112 eV. The energy above the lowest of the compared OMol25 structures with the same formula, charge and spin comes out at 31.2 kcal/mol.

***

Record 2
C4H10N3 | ωB97M-V/def2-TZVPD

```
17
Properties=species:S:1:pos:R:3
C -0.880 1.855 0.670
C -0.836 -0.573 -0.013
C -1.921 -1.621 -0.032
C 1.587 -0.023 -0.727
N -0.995 0.697 0.208
N 2.152 0.755 0.377
N 0.520 -0.917 -0.526
H -0.580 1.996 1.754
H -1.198 2.784 0.040
H -2.771 -1.034 0.156
H -1.823 -2.120 -0.916
H -1.728 -2.319 0.765
H 1.259 0.877 -1.302
H 2.509 -0.515 -1.165
H 1.714 1.622 0.536
H 2.339 0.261 1.199
H 0.654 -1.726 -1.024
```

The frontier orbital gap is 8.81 eV. Its net charge is +1. The SMILES is C=N/C(C)=[NH+]\CN. The spin multiplicity is 1. The calculation puts the calculated total energy at -8771.6676 eV. The energy above the lowest of the compared OMol25 structures with the same formula, charge and spin comes out at 67.6 kcal/mol.